No. 1
Computed, not measured: a molecular structure, C35H29IN3O2Re, with ωB97M-V/def2-TZVPD.

The multiplicity is 2. The charge is +1. The LUMO energy (spin up / spin down) is -4.769 / -4.551 eV. The calculation puts the total energy at -2041.66847 a.u. The value obtained for the HOMO-LUMO gap (spin up / spin down) is 5.8300 / 6.1423 eV.

Positions of all 71 atoms, in Å:
1 Re -0.0303 0.0185 -0.2017
2 I 2.7767 -0.0436 -0.0655
3 C 2.7415 -2.1978 0.0266
4 C 3.9345 -2.8407 0.2122
5 C 3.9595 -4.2394 0.1895
6 C 2.8013 -4.9241 -0.0551
7 C 1.5687 -4.2622 -0.2341
8 C 0.3937 -4.9981 -0.4867
9 C -0.7940 -4.3456 -0.6546
10 C -0.8585 -2.9494 -0.5577
11 C 0.2460 -2.1570 -0.3001
12 C 1.5009 -2.8330 -0.1744
13 H 4.8428 -2.2773 0.3499
14 H 4.8964 -4.7544 0.3373
15 H 2.8096 -6.0008 -0.1313
16 H 0.4559 -6.0749 -0.5517
17 H -1.6972 -4.8976 -0.8588
18 H -1.8365 -2.5052 -0.6829
19 C -0.7739 4.1737 4.0237
20 C -1.5109 3.0870 3.2328
21 C -1.1860 1.7022 3.7295
22 C -1.7223 1.3907 4.9703
23 C -1.5427 0.1543 5.5597
24 C -0.8069 -0.8029 4.8839
25 C -0.2396 -0.5446 3.6465
26 C 0.5989 -1.6249 3.0310
27 C 2.0641 -1.5567 3.4678
28 C -0.4148 0.7232 3.0439
29 N 0.1393 1.0210 1.7974
30 C 0.6426 2.2262 1.6260
31 C 0.8217 2.7831 0.3583
32 C 1.3379 4.0209 -0.0821
33 C 1.1550 4.0521 -1.4502
34 C 0.5354 2.8414 -1.8080
35 N 0.3240 2.0913 -0.7358
36 H -1.1026 5.1563 3.6974
37 H 0.3057 4.1218 3.9035
38 H -0.9844 4.0753 5.0844
39 H -1.3160 3.2053 2.1663
40 H -2.5809 3.2439 3.3850
41 H -2.3097 2.1441 5.4740
42 H -1.9754 -0.0574 6.5262
43 H -0.6644 -1.7777 5.3253
44 H 0.5268 -1.5613 1.9451
45 H 0.1983 -2.5903 3.3441
46 H 2.5297 -0.6151 3.1753
47 H 2.6281 -2.3724 3.0195
48 H 2.1375 -1.6535 4.5479
49 H 0.9418 2.7976 2.4976
50 H 1.7814 4.7745 0.5358
51 H 1.4169 4.8484 -2.1175
52 H 0.2409 2.5203 -2.7921
53 O -4.0983 -0.4263 -0.4631
54 C -2.9123 -0.3178 -0.6668
55 O -2.0065 -0.1698 0.2334
56 C -2.3570 -0.3319 -2.0897
57 C -3.2586 -0.3591 -3.1586
58 C -2.7659 -0.2747 -4.4316
59 C -1.3722 -0.2114 -4.6271
60 C -0.8015 -0.1001 -5.9118
61 C 0.5546 -0.0365 -6.0716
62 C 1.3970 -0.1208 -4.9527
63 C 0.8806 -0.2240 -3.6891
64 C -0.5133 -0.2450 -3.4853
65 N -1.0414 -0.2758 -2.2322
66 H -4.3110 -0.4153 -2.9321
67 H -3.4287 -0.2411 -5.2827
68 H -1.4627 -0.0594 -6.7645
69 H 0.9821 0.0779 -7.0555
70 H 2.4652 -0.0890 -5.0913
71 H 1.5302 -0.2790 -2.8269

In elementary charge units, the Löwdin charges are:
1. Re 1.43
2. I 1.22
3. C -0.53
4. C -0.14
5. C -0.06
6. C -0.01
7. C -0.15
8. C -0.01
9. C -0.04
10. C -0.08
11. C -0.24
12. C -0.25
13. H 0.10
14. H 0.12
15. H 0.12
16. H 0.12
17. H 0.12
18. H 0.09
19. C -0.08
20. C -0.20
21. C -0.15
22. C -0.04
23. C -0.05
24. C -0.03
25. C -0.16
26. C -0.20
27. C -0.08
28. C -0.17
29. N -0.05
30. C -0.12
31. C -0.36
32. C 0.00
33. C -0.05
34. C -0.13
35. N -0.13
36. H 0.08
37. H 0.06
38. H 0.07
39. H 0.10
40. H 0.12
41. H 0.12
42. H 0.11
43. H 0.12
44. H 0.04
45. H 0.12
46. H 0.06
47. H 0.07
48. H 0.08
49. H 0.14
50. H 0.12
51. H 0.10
52. H 0.11
53. O 0.14
54. C -0.58
55. O -0.14
56. C -0.17
57. C 0.04
58. C 0.04
59. C -0.13
60. C -0.01
61. C -0.05
62. C -0.05
63. C -0.03
64. C -0.19
65. N 0.05
66. H 0.13
67. H 0.13
68. H 0.12
69. H 0.11
70. H 0.11
71. H 0.05

***

No. 2
Computed, not measured: a molecular structure, C35H29IrN2O4S2, with ωB97M-V/def2-TZVPD.

The charge is +2. The LUMO energy is -7.096 eV. The calculation puts the total energy at -2661.70068 a.u. The value obtained for the HOMO-LUMO gap is 6.6599 eV.

Positions of all 73 atoms, in Å:
1 Ir -2.3991 1.1596 -2.2485
2 N -3.4320 2.7616 -2.8645
3 N -2.5327 3.6660 -3.4751
4 C -1.2187 3.2525 -3.6977
5 O -0.3684 3.9500 -4.1514
6 O -1.0468 1.9563 -3.3724
7 H -4.1530 2.4735 -3.5309
8 H -3.8940 3.2095 -2.0720
9 H -2.7974 4.6347 -3.5616
10 C 0.5880 6.1907 3.9741
11 C 0.1805 5.0567 3.0806
12 C 0.3916 5.1359 1.6994
13 C 0.0089 4.1147 0.8549
14 C -0.6002 2.9928 1.4148
15 C -0.8465 2.8881 2.7795
16 C -0.4390 3.9238 3.6032
17 S -1.0861 1.6161 0.4675
18 O -1.5159 2.2839 -0.9111
19 C 0.4099 0.7635 0.0416
20 C 1.3757 1.4265 -0.7516
21 C 2.5161 0.7621 -1.0773
22 C 2.7397 -0.5710 -0.6477
23 C 3.9156 -1.2660 -1.0153
24 C 4.0940 -2.5674 -0.6444
25 C 3.1050 -3.2372 0.1099
26 C 1.9617 -2.5922 0.4834
27 C 1.7555 -1.2372 0.1212
28 C 0.5543 -0.5442 0.4540
29 C -0.5887 -1.2679 1.0933
30 C -0.6217 -1.5937 2.4722
31 C 0.4654 -1.2989 3.3376
32 C 0.3661 -1.5590 4.6718
33 C -0.8145 -2.1275 5.2075
34 C -1.8722 -2.4215 4.3990
35 C -1.8086 -2.1563 3.0089
36 C -2.9244 -2.4013 2.1677
37 C -2.9025 -2.0801 0.8428
38 C -1.7030 -1.5481 0.3294
39 S -1.6581 -0.9630 -1.3258
40 O -3.1641 -0.8405 -1.7430
41 C -0.7433 -2.0499 -2.3003
42 C 0.0359 -1.4765 -3.3048
43 C 0.8589 -2.2997 -4.0515
44 C 0.9258 -3.6685 -3.7945
45 C 1.8328 -4.5573 -4.5903
46 C 0.1304 -4.2122 -2.7774
47 C -0.6964 -3.4171 -2.0160
48 H 1.4578 6.7125 3.5793
49 H 0.8122 5.8427 4.9806
50 H -0.2250 6.9161 4.0494
51 H 0.8683 6.0153 1.2852
52 H 0.1619 4.1969 -0.2124
53 H -1.3361 2.0136 3.1917
54 H -0.6185 3.8570 4.6685
55 H 1.2012 2.4338 -1.1031
56 H 3.2733 1.2507 -1.6780
57 H 4.6693 -0.7494 -1.5959
58 H 4.9973 -3.0920 -0.9255
59 H 3.2604 -4.2690 0.3957
60 H 1.2119 -3.1111 1.0667
61 H 1.3727 -0.8726 2.9281
62 H 1.1950 -1.3349 5.3297
63 H -0.8726 -2.3299 6.2685
64 H -2.7764 -2.8528 4.8090
65 H -3.8130 -2.8457 2.5977
66 H -3.7516 -2.2515 0.1969
67 H 0.0085 -0.4082 -3.4931
68 H 1.4684 -1.8729 -4.8372
69 H 2.5035 -3.9823 -5.2245
70 H 1.2457 -5.2196 -5.2294
71 H 2.4273 -5.1905 -3.9313
72 H 0.1730 -5.2763 -2.5814
73 H -1.2994 -3.8437 -1.2246

In elementary charge units, the Löwdin charges are:
1. Ir 1.36
2. N -0.08
3. N 0.05
4. C -0.65
5. O 0.15
6. O -0.21
7. H 0.14
8. H 0.14
9. H 0.17
10. C -0.02
11. C -0.23
12. C 0.00
13. C -0.05
14. C -0.39
15. C -0.06
16. C -0.01
17. S 1.16
18. O -0.61
19. C -0.33
20. C -0.03
21. C 0.02
22. C -0.14
23. C -0.01
24. C -0.04
25. C -0.04
26. C -0.01
27. C -0.11
28. C -0.16
29. C -0.16
30. C -0.11
31. C -0.01
32. C -0.03
33. C -0.03
34. C -0.01
35. C -0.13
36. C 0.02
37. C -0.03
38. C -0.32
39. S 0.99
40. O -0.54
41. C -0.38
42. C -0.05
43. C 0.00
44. C -0.22
45. C -0.02
46. C 0.00
47. C -0.03
48. H 0.09
49. H 0.09
50. H 0.10
51. H 0.13
52. H 0.11
53. H 0.12
54. H 0.13
55. H 0.11
56. H 0.13
57. H 0.13
58. H 0.12
59. H 0.12
60. H 0.12
61. H 0.12
62. H 0.12
63. H 0.12
64. H 0.13
65. H 0.13
66. H 0.12
67. H 0.10
68. H 0.13
69. H 0.09
70. H 0.10
71. H 0.09
72. H 0.13
73. H 0.13

***

No. 3
Computed, not measured: a molecular structure, C35H30AsCuN2O4PS, with ωB97M-V/def2-TZVPD.

The charge is -1. The LUMO energy is 2.147 eV. The calculation puts the total energy at -6378.18390 a.u. The value obtained for the HOMO-LUMO gap is 6.5518 eV.

Positions of all 75 atoms, in Å:
1 Cu 1.9997 -2.3380 1.5791
2 O 4.7881 -2.7228 4.3845
3 C 4.0749 -2.6465 3.3970
4 O 2.8589 -2.2259 3.3653
5 C 4.6802 -3.1038 1.9967
6 O 5.8209 -3.5225 1.9360
7 O 3.8636 -3.0249 0.9842
8 N 2.7225 -5.0216 -0.1547
9 C 1.4140 -4.9460 0.0883
10 N 0.8521 -3.9686 0.7406
11 C -0.5251 -4.1069 0.7709
12 C -1.4087 -3.2212 1.3797
13 C -2.7711 -3.4665 1.3079
14 C -3.2662 -4.5910 0.6471
15 C -2.3935 -5.4945 0.0537
16 C -1.0337 -5.2390 0.1207
17 S 0.2908 -6.1658 -0.5344
18 H 3.3318 -4.2627 0.2292
19 H 3.1065 -5.8388 -0.5889
20 H -1.0108 -2.3654 1.9121
21 H -3.4604 -2.7744 1.7763
22 H -4.3335 -4.7655 0.6000
23 H -2.7692 -6.3735 -0.4552
24 C -0.0429 0.6332 1.1813
25 C -0.1106 2.0121 0.5397
26 As -1.4316 3.1570 1.4435
27 C -3.0489 2.2409 0.8437
28 C -4.0532 2.0035 1.7774
29 C -5.2124 1.3251 1.4154
30 C -5.3730 0.8737 0.1138
31 C -4.3781 1.1097 -0.8281
32 C -3.2271 1.7936 -0.4646
33 C -1.4001 4.6134 0.1330
34 C -0.1827 5.2588 -0.0879
35 C -0.0896 6.3096 -0.9891
36 C -1.2186 6.7414 -1.6736
37 C -2.4363 6.1152 -1.4502
38 C -2.5268 5.0560 -0.5539
39 P 1.2368 -0.5351 0.5368
40 C 2.6828 0.5668 0.2950
41 C 2.8573 1.3916 -0.8171
42 C 3.9721 2.2117 -0.9160
43 C 4.9222 2.2172 0.0988
44 C 4.7575 1.3984 1.2067
45 C 3.6461 0.5692 1.3027
46 C 0.6789 -0.8919 -1.1662
47 C 1.5771 -1.5947 -1.9771
48 C 1.2079 -2.0021 -3.2482
49 C -0.0738 -1.7388 -3.7231
50 C -0.9792 -1.0688 -2.9169
51 C -0.6024 -0.6478 -1.6442
52 H -1.0046 0.1153 1.1086
53 H 0.1730 0.7146 2.2496
54 H -0.3375 1.9661 -0.5259
55 H 0.8461 2.5247 0.6414
56 H -3.9209 2.3368 2.8001
57 H -5.9831 1.1403 2.1533
58 H -6.2694 0.3356 -0.1681
59 H -4.4983 0.7582 -1.8457
60 H -2.4669 1.9906 -1.2117
61 H 0.7071 4.9366 0.4426
62 H 0.8658 6.7915 -1.1561
63 H -1.1481 7.5612 -2.3775
64 H -3.3217 6.4465 -1.9790
65 H -3.4828 4.5709 -0.3977
66 H 2.1236 1.3852 -1.6158
67 H 4.1023 2.8426 -1.7874
68 H 5.7989 2.8481 0.0152
69 H 5.5052 1.3774 1.9893
70 H 3.5315 -0.0996 2.1522
71 H 2.5650 -1.8326 -1.5914
72 H 1.9147 -2.5444 -3.8643
73 H -0.3668 -2.0693 -4.7119
74 H -1.9857 -0.8788 -3.2710
75 H -1.3307 -0.1505 -1.0165

In elementary charge units, the Löwdin charges are:
1. Cu 0.19
2. O 0.02
3. C -0.60
4. O -0.13
5. C -0.54
6. O 0.04
7. O -0.16
8. N 0.13
9. C -0.66
10. N 0.05
11. C -0.30
12. C -0.02
13. C -0.09
14. C -0.11
15. C -0.11
16. C -0.48
17. S 1.05
18. H 0.05
19. H 0.09
20. H 0.09
21. H 0.10
22. H 0.09
23. H 0.10
24. C -0.40
25. C -0.45
26. As 1.30
27. C -0.43
28. C -0.13
29. C -0.09
30. C -0.09
31. C -0.08
32. C -0.13
33. C -0.41
34. C -0.13
35. C -0.09
36. C -0.10
37. C -0.09
38. C -0.11
39. P 1.03
40. C -0.34
41. C -0.10
42. C -0.09
43. C -0.10
44. C -0.07
45. C -0.07
46. C -0.35
47. C -0.09
48. C -0.08
49. C -0.10
50. C -0.09
51. C -0.09
52. H 0.06
53. H 0.08
54. H 0.06
55. H 0.05
56. H 0.09
57. H 0.10
58. H 0.10
59. H 0.10
60. H 0.10
61. H 0.10
62. H 0.10
63. H 0.10
64. H 0.10
65. H 0.09
66. H 0.10
67. H 0.10
68. H 0.10
69. H 0.11
70. H 0.10
71. H 0.11
72. H 0.10
73. H 0.10
74. H 0.10
75. H 0.07